1.
The following is a quantum chemistry calculation of a structure of composition H5O3SSi2 at a distorted geometry, from OMol25.

Atoms and positions in Å:
O: -1.48974 0.23967 0.09154
O: 0.97926 -0.38592 0.57932
O: -0.33048 1.90006 1.29686
Si: -0.06758 -1.52034 0.73165
Si: 0.32047 1.85672 -1.60436
S: -0.21059 0.93388 0.22102
H: -0.96614 -1.24522 1.84301
H: 0.94286 -2.37741 1.19335
H: -0.88299 -1.86867 -0.54085
H: 1.84784 1.77191 -1.39982
H: -0.14293 0.69532 -2.41170

Force components x, y, z for each atom (eV/Å):
0.33 -0.55 -0.48
0.41 5.54 -0.84
1.49 -0.51 0.35
-3.71 -3.26 -0.37
0.53 1.83 -1.41
-0.43 1.29 1.15
-0.35 -0.51 0.53
0.80 -2.26 0.43
0.96 -0.59 0.93
-0.53 -0.42 -0.19
0.51 -0.56 -0.11

Total charge = -1
Total energy = -1205.867083 Ha
HOMO energy = -3.6 eV
Gap between HOMO and LUMO = 7.3 eV

---

2.
The following is a quantum chemistry calculation of an isolated molecule of H5PSSi, from OMol25.

Atoms and positions in Å:
Si: 1.14950 -0.06389 -0.00060
P: -1.10490 0.01005 0.02219
S: -1.83156 1.70884 0.66784
H: 1.54457 0.96148 -0.97686
H: 1.65957 0.26077 1.34178
H: 1.57488 -1.41517 -0.43506
H: -1.55380 -1.14554 0.67323
H: -1.43826 -0.31653 -1.29252

Force components x, y, z for each atom (eV/Å):
0.09 -0.13 -0.01
-0.07 0.63 0.28
0.08 -0.17 -0.02
0.02 0.02 -0.05
-0.08 -0.04 0.01
0.02 0.07 0.02
0.01 -0.20 0.07
-0.07 -0.18 -0.30

Total energy = -1031.993474 Ha
SMILES string = [SiH3][PH2]=S
HOMO energy = -8.6 eV
Gap between HOMO and LUMO = 9.3 eV

---

3.
The following is a quantum chemistry calculation of a cluster of 30 separate species, H60O30 in total at a distorted geometry, from OMol25.

Atoms and positions in Å:
O: 0.69962 -2.08908 5.46331
H: 0.85317 -2.38793 4.56701
H: 0.54304 -1.14853 5.37918
O: 0.54503 3.23315 1.37225
H: 1.31871 2.84093 1.77700
H: 0.77592 4.15484 1.25650
O: -2.90827 4.26275 3.28870
H: -2.19035 3.67499 3.05342
H: -3.58247 3.68617 3.64820
O: 5.36189 0.35239 2.63454
H: 5.95316 -0.31478 2.98313
H: 4.48501 0.00622 2.80035
O: 3.43821 1.58320 -3.59979
H: 3.15240 0.68038 -3.73928
H: 3.00876 1.84792 -2.78633
O: 3.33877 3.02644 2.67595
H: 4.15851 3.28561 2.25514
H: 3.46139 2.10188 2.89129
O: 1.05260 -1.37019 1.62492
H: 1.72250 -1.46102 0.94727
H: 1.10626 -2.18397 2.12603
O: -1.26081 1.71167 2.79117
H: -1.73178 1.07968 2.24801
H: -0.56083 2.03902 2.22627
O: 0.88441 4.67208 -2.35430
H: 0.81129 3.71790 -2.37513
H: 0.19412 4.95259 -1.75342
O: -2.48601 3.73044 -2.66514
H: -3.38880 3.41259 -2.65165
H: -2.09548 3.37786 -1.86551
O: -1.75235 1.88812 5.59769
H: -1.69419 2.83331 5.73718
H: -1.68285 1.78080 4.64907
O: 0.33970 0.65911 -5.30520
H: -0.12648 0.97619 -4.53165
H: 0.20563 -0.28859 -5.29451
O: -1.72371 -3.18286 -4.04712
H: -1.80110 -4.12905 -4.16949
H: -2.62056 -2.88688 -3.89124
O: 3.13865 -1.66982 -0.21015
H: 3.85259 -2.30539 -0.26095
H: 2.93700 -1.46197 -1.12249
O: 1.11853 1.82718 -1.94224
H: 0.51529 1.12659 -2.19025
H: 1.01731 1.90644 -0.99372
O: 2.96059 -4.02149 -3.06955
H: 2.90151 -4.88431 -3.47977
H: 2.40803 -4.08769 -2.29075
O: 0.57699 0.44269 5.49091
H: 0.71564 0.50056 6.43624
H: -0.28179 0.84109 5.34947
O: 0.22425 -1.98392 -5.61200
H: 0.39216 -2.85341 -5.97533
H: -0.30451 -2.14813 -4.83116
O: -1.76312 3.10281 -0.05679
H: -1.83326 2.15710 0.07333
H: -0.91983 3.33654 0.33112
O: 1.18696 -3.76284 2.97714
H: 0.65685 -4.35386 2.44243
H: 2.00264 -4.24094 3.12653
O: 0.21552 -2.32040 -2.25361
H: 0.50789 -3.09928 -1.78023
H: -0.47753 -2.63754 -2.83268
O: -3.65524 1.43655 -1.40792
H: -4.44283 1.74861 -1.85351
H: -3.97070 1.10429 -0.56749
O: -4.16167 0.69922 1.69973
H: -4.95827 0.75712 1.17219
H: -4.40576 1.07598 2.54513
O: 1.26609 -4.23690 -0.63375
H: 0.64392 -4.58272 0.00620
H: 2.09775 -4.19532 -0.16170
O: -1.37664 0.50771 -2.98623
H: -1.62465 -0.41681 -2.98494
H: -2.12410 0.95725 -2.59194
O: -0.28769 0.34285 0.11431
H: 0.07363 -0.17277 0.83529
H: -0.28018 -0.25339 -0.63448
O: -3.99897 -1.95092 -3.57963
H: -4.34466 -1.19615 -4.05612
H: -4.33504 -1.84719 -2.68938
O: 2.50690 0.29057 3.14035
H: 1.94805 0.30874 3.91726
H: 2.06182 -0.30599 2.53847
O: 2.62907 -1.19461 -3.29471
H: 2.91257 -2.09447 -3.45638
H: 1.71281 -1.27558 -3.02986
O: -3.60050 -2.00229 2.61897
H: -4.35626 -1.69311 3.11845
H: -3.48188 -1.34602 1.93234

Force components x, y, z for each atom (eV/Å):
0.16 -1.34 0.08
-0.04 -0.29 -0.09
-0.09 0.61 0.01
-0.21 -0.04 -0.10
0.96 -0.12 0.22
0.20 0.35 0.08
-0.15 0.42 0.21
0.26 -0.38 -0.30
-0.14 -0.08 0.10
0.37 0.14 -0.17
0.23 -0.05 0.08
-0.65 -0.01 0.17
0.69 0.38 -0.21
-0.17 -0.33 -0.06
-0.32 0.04 0.08
-0.41 0.45 -0.10
0.20 0.09 -0.15
-0.06 -0.58 0.12
-0.44 0.31 0.18
0.75 -0.15 -0.82
-0.10 -0.53 0.42
-0.50 -0.35 0.69
-0.22 -0.25 -0.20
0.45 0.53 -0.28
0.21 0.61 0.16
0.06 -0.67 -0.16
-0.28 0.13 -0.04
-0.16 0.24 -0.98
0.00 0.18 0.02
0.19 -0.05 0.76
-0.27 -0.29 0.52
0.06 0.32 0.06
-0.08 0.16 -0.91
0.08 0.49 -0.05
-0.15 0.28 0.11
0.25 -0.08 -0.36
0.60 -0.57 0.14
0.18 -0.29 -0.13
-0.76 0.60 0.05
-0.23 -0.38 0.64
0.38 0.06 0.03
-0.06 0.46 -0.96
0.38 0.36 -0.03
-0.39 -0.12 -0.30
-0.14 -0.07 0.44
0.28 0.04 -0.02
0.08 -0.18 -0.21
-0.31 -0.04 0.12
0.71 0.23 -0.27
0.13 0.10 0.30
-0.51 0.52 0.18
0.24 -0.20 -0.20
0.10 -0.08 -0.16
-0.28 -0.31 0.02
-0.63 0.31 -0.28
0.22 -0.33 -0.06
0.31 -0.18 0.12
0.03 0.01 -0.22
-0.40 -0.18 0.10
0.36 -0.06 0.27
-0.01 0.75 0.21
0.24 -0.10 0.40
-0.52 -0.21 -0.42
-0.16 -0.47 -0.20
-0.23 0.17 -0.17
0.21 -0.01 0.37
0.23 -0.18 -0.36
-0.39 0.03 0.04
0.03 0.23 0.30
0.05 -0.42 0.06
-0.32 -0.12 0.00
0.34 0.29 0.18
0.42 -0.24 0.03
-0.03 -0.30 -0.04
-0.32 0.45 0.28
-0.65 0.81 -0.13
0.19 -0.47 0.44
-0.07 -0.26 -0.38
-0.22 0.00 0.17
0.03 0.22 -0.37
-0.06 -0.06 0.32
0.84 0.52 0.20
-0.23 0.13 0.61
-0.46 -0.31 -0.42
0.56 0.45 0.61
0.04 -0.41 -0.30
-0.56 -0.15 -0.15
0.20 -0.51 0.01
-0.13 0.05 0.12
-0.02 0.32 -0.08

Total energy = -2293.213272 Ha
HOMO energy = -8.9 eV
Gap between HOMO and LUMO = 7.7 eV

---

4.
The following is a quantum chemistry calculation of a cluster of 32 separate species, H64O32 in total at a distorted geometry, from OMol25.

Atoms and positions in Å:
O: -6.24429 -1.11464 -4.13959
H: -6.25434 -1.64514 -4.93628
H: -5.68420 -1.60089 -3.53453
O: -4.89006 1.32099 -5.55835
H: -4.75598 1.84943 -4.77156
H: -4.72457 0.42191 -5.27464
O: -4.27347 1.54523 6.12945
H: -4.95829 2.12391 6.46470
H: -3.50776 1.74174 6.66917
O: -1.43165 0.28243 0.44203
H: -1.71587 0.33446 1.35458
H: -2.24519 0.26161 -0.06190
O: -9.43999 -2.44717 2.85242
H: -9.59042 -1.96794 2.03761
H: -8.68806 -2.01036 3.25245
O: -2.04931 1.00798 3.13487
H: -2.00119 0.25630 3.72554
H: -2.94896 1.32343 3.22071
O: -0.86650 4.34724 0.58688
H: -0.81568 4.92919 1.34516
H: -0.99298 3.47550 0.96144
O: -6.35361 1.74322 1.48728
H: -5.93965 1.89368 2.33712
H: -7.24568 2.07382 1.59297
O: -4.32674 0.18550 0.54119
H: -4.93799 0.31615 -0.18374
H: -4.84015 0.37825 1.32572
O: -5.70790 3.82246 -0.38813
H: -5.45357 3.05694 0.12717
H: -6.66425 3.83132 -0.34875
O: -6.16705 -2.93325 4.42879
H: -5.74418 -2.09071 4.59476
H: -5.98044 -3.45350 5.21029
O: -8.62703 0.39986 4.18032
H: -8.74366 0.33808 3.23226
H: -9.34104 0.96593 4.47357
O: -3.78966 5.80565 0.56950
H: -4.19623 6.50874 0.06294
H: -4.31077 5.02948 0.36394
O: -1.34086 -3.37619 -1.68042
H: -0.66255 -2.74912 -1.42958
H: -2.08009 -3.17202 -1.10763
O: -5.93169 2.92885 3.96720
H: -6.17191 2.83006 4.88848
H: -5.26072 3.61151 3.96601
O: -5.65149 -0.15782 4.51688
H: -6.35836 0.41180 4.21339
H: -5.09524 0.41212 5.04792
O: -3.20559 -1.62331 -4.56967
H: -3.44193 -2.22468 -5.27587
H: -3.59242 -2.01112 -3.78468
O: -3.23505 4.42481 4.17275
H: -2.47381 3.98639 3.79259
H: -2.99512 4.57210 5.08762
O: -7.86919 -3.14449 -2.22787
H: -7.91660 -3.61256 -3.06148
H: -8.41514 -2.36888 -2.35676
O: -6.65063 1.08836 -1.42255
H: -7.40386 0.94202 -1.99479
H: -6.90520 0.69835 -0.58629
O: -6.09343 -2.19517 1.66751
H: -6.20898 -2.03187 2.60358
H: -5.21326 -2.56436 1.59516
O: -4.65478 2.78070 -2.92592
H: -5.17200 3.56897 -3.09128
H: -5.13271 2.32043 -2.23601
O: -3.26327 -3.01724 2.65401
H: -3.25208 -2.59846 3.51466
H: -3.25502 -3.95546 2.84353
O: 0.26171 -1.53411 -0.86596
H: 0.50177 -1.09894 -1.68403
H: -0.16352 -0.85153 -0.34684
O: -8.37172 0.23532 -3.41401
H: -7.69561 -0.37306 -3.71227
H: -9.15853 -0.30314 -3.32907
O: -3.51865 -2.23568 -0.20150
H: -3.59187 -1.34720 0.14704
H: -3.22087 -2.76103 0.54117
O: -2.03617 2.35239 -4.30985
H: -2.20495 1.47782 -3.95933
H: -2.29193 2.94702 -3.60471
O: -8.93677 3.44101 -2.24096
H: -8.49512 3.13972 -1.44699
H: -8.69383 2.79974 -2.90877
O: -4.83793 -3.12252 -2.49899
H: -4.47811 -3.00878 -1.61932
H: -5.65018 -3.61085 -2.36474
O: -0.39945 3.11145 3.41229
H: -1.00617 2.37365 3.35097
H: 0.18787 2.88005 4.13183
O: -7.85479 -1.13972 -0.19573
H: -7.55038 -1.78827 -0.83051
H: -7.57963 -1.48687 0.65281
O: -9.44366 0.19288 1.52741
H: -10.34455 -0.03094 1.29389
H: -8.94288 0.03947 0.72622

Force components x, y, z for each atom (eV/Å):
-0.45 0.09 -0.31
0.09 0.00 -0.34
0.41 -0.39 0.62
-0.31 -0.05 -0.65
0.20 0.26 0.47
0.13 -0.24 0.18
0.17 0.07 0.03
-0.15 0.11 0.22
0.29 -0.06 0.15
0.53 -0.06 -0.30
-0.06 0.15 0.32
-0.23 0.13 -0.14
-0.24 -0.45 0.00
0.05 0.11 -0.11
0.17 0.08 0.30
-0.10 -0.20 -0.04
0.12 -0.28 0.22
-0.51 0.18 0.01
0.00 0.01 -0.33
-0.04 0.14 0.16
0.14 -0.23 0.06
0.01 -0.45 -0.54
-0.06 0.42 0.70
-0.31 0.11 0.18
0.78 0.16 0.02
-0.37 0.13 -0.43
-0.34 -0.19 0.06
0.26 0.56 -0.16
-0.13 -0.46 0.18
-0.13 0.06 0.01
0.07 -0.41 -0.12
-0.01 0.79 0.27
-0.15 -0.24 0.15
0.70 0.10 0.60
-0.37 -0.07 -0.66
-0.17 0.07 0.10
0.36 0.32 0.45
-0.08 0.10 -0.13
-0.33 -0.21 -0.30
-0.63 -1.31 -0.60
0.32 0.40 0.33
-0.06 0.26 -0.12
-0.33 -0.30 -0.08
-0.27 -0.02 0.02
0.71 0.50 -0.12
0.29 -0.51 -0.45
-0.69 0.00 -0.08
0.38 0.16 0.33
0.00 0.52 -0.23
0.11 -0.18 -0.17
0.07 -0.40 0.38
-0.74 -0.12 0.08
0.59 0.02 -0.26
0.14 0.14 0.18
0.04 -0.21 0.23
-0.03 -0.17 -0.26
-0.26 0.21 -0.18
0.80 0.72 0.48
-0.41 -0.45 -0.72
-0.20 -0.33 0.24
-0.47 0.42 -0.26
-0.05 -0.33 0.31
0.32 -0.10 -0.07
0.44 -0.14 -0.50
-0.09 0.26 0.10
-0.39 -0.14 0.30
0.07 0.13 -0.30
-0.11 0.12 0.18
-0.02 -0.36 0.05
0.93 -0.02 -0.09
0.18 0.15 -0.26
-0.52 0.48 0.48
-1.08 0.60 0.53
1.19 -0.39 -0.47
-0.42 0.17 0.00
-0.07 -1.05 -0.39
-0.37 0.68 0.26
0.20 -0.12 0.39
0.44 0.10 -0.24
-0.14 -0.25 -0.02
-0.22 0.12 0.21
-0.24 0.34 0.14
0.13 -0.19 0.08
0.12 -0.28 -0.31
-0.24 0.02 -0.75
0.52 0.37 0.68
-0.29 -0.06 0.03
0.03 0.81 0.14
-0.11 -0.65 -0.15
0.26 0.07 0.12
-0.64 0.62 -0.18
0.36 -0.23 -0.09
0.65 -0.52 0.44
-0.12 0.45 0.34
-0.35 0.08 0.06
0.34 -0.26 -0.64

Total energy = -2446.091484 Ha
HOMO energy = -9.5 eV
Gap between HOMO and LUMO = 8.2 eV

---

5.
The following is a quantum chemistry calculation of a cluster of 4 separate species, H6IO3 in total at a distorted geometry, from OMol25.

Atoms and positions in Å:
I: 1.29880 -0.32800 -2.03890
O: 2.05180 1.28400 1.13810
H: 1.96480 1.12300 0.21510
H: 1.18480 1.16900 1.52510
O: -2.32820 -0.40700 -1.34390
H: -1.59420 -0.16800 -1.88390
H: -2.28120 0.03100 -0.44490
O: -0.48720 -0.93200 0.96110
H: 0.11380 -0.93600 1.68710
H: 0.07680 -0.83600 0.18510

Force components x, y, z for each atom (eV/Å):
0.04 0.10 -0.06
0.62 0.53 1.80
-0.34 -0.49 -1.56
-0.29 -0.04 -0.24
-1.93 0.22 2.00
1.36 0.50 -0.17
0.57 -0.81 -1.87
-0.98 0.09 -0.01
0.71 -0.09 0.79
0.24 -0.01 -0.68

Total charge = -1
Total energy = -527.122385 Ha
HOMO energy = -4.3 eV
Gap between HOMO and LUMO = 7.8 eV

---

6.
The following is a quantum chemistry calculation of a cluster of 2 separate species, H6N2O2 in total at a distorted geometry, from OMol25.

Atoms and positions in Å:
N: -0.07599 -1.38990 -1.85030
O: 0.44715 -0.98499 -0.59629
H: 0.53866 -2.09161 -2.26623
H: -0.99457 -1.80004 -1.68088
H: 0.57848 -1.79981 -0.08529
N: 0.16442 1.62464 1.73012
O: -0.69759 1.08962 0.72836
H: 0.40483 0.84674 2.35766
H: 1.01804 1.89555 1.25351
H: -0.16089 0.46888 0.20598

Force components x, y, z for each atom (eV/Å):
-0.34 0.06 -0.44
0.42 -0.92 -0.06
-0.11 0.20 0.28
0.24 0.03 -0.05
0.00 0.39 0.13
0.02 -0.38 0.23
0.07 0.12 0.02
-0.06 0.34 -0.25
0.12 0.11 0.07
-0.36 0.05 0.07

Total energy = -263.448670 Ha
SMILES string = NO.NO
HOMO energy = -9.4 eV
Gap between HOMO and LUMO = 9.8 eV

---

7.
The following is a quantum chemistry calculation of a cluster of 2 separate species, H6N2Si in total at a distorted geometry, from OMol25.

Atoms and positions in Å:
N: 1.30932 -0.43204 1.45185
Si: 0.48093 -1.68757 0.87938
H: 1.98145 0.11061 0.92913
H: -0.32772 -2.39647 1.85409
H: 0.30948 -2.27572 -0.45526
N: -0.57280 1.87216 -0.72733
H: -1.49733 1.72710 -0.33518
H: -0.52098 1.37189 -1.60871
H: 0.09121 1.46816 -0.08288

Force components x, y, z for each atom (eV/Å):
-0.35 -0.81 -0.38
0.47 0.92 0.56
-0.04 0.02 -0.13
-0.23 -0.16 0.20
0.17 0.04 -0.27
-0.20 0.08 -0.12
0.09 0.01 -0.08
0.00 0.02 0.15
0.08 -0.12 0.06

Total energy = -402.540738 Ha
SMILES string = N=[SiH2].N
HOMO energy = -9.8 eV
Gap between HOMO and LUMO = 9.7 eV

---

8.
The following is a quantum chemistry calculation of a structure of composition H6N3O2P at a distorted geometry, from OMol25.

Atoms and positions in Å:
N: 1.41733 0.05241 1.14948
N: 1.04639 0.02648 -1.34354
N: -1.63912 -0.17687 0.40682
O: 0.28075 2.20692 -0.05911
O: -2.55277 0.72112 -0.12821
P: 0.40307 0.73289 0.03926
H: 1.27732 0.23445 2.13573
H: 1.81279 -0.77697 0.82145
H: 0.66197 0.53108 -2.14215
H: 0.81776 -0.92550 -1.49036
H: -1.53143 -1.04627 -0.13541
H: -3.16730 0.95386 0.55802

Force components x, y, z for each atom (eV/Å):
-1.37 1.89 0.32
-0.58 1.19 -0.25
3.91 1.12 1.04
-0.04 -1.38 0.36
0.16 -0.47 -1.82
-2.40 -0.03 0.10
0.11 -0.45 -0.27
0.91 -1.44 0.11
0.29 0.06 0.06
-0.16 -1.18 0.02
-0.76 0.75 -0.49
-0.08 -0.06 0.82

Total energy = -659.663729 Ha
HOMO energy = -8.8 eV
Gap between HOMO and LUMO = 9.3 eV

---

HOMO energy of number 5 (H6IO3)?
-4.3 eV